DFT (ωB97M-V/def2-TZVPD) results for a gas-phase ion, C19H30N3O (charge +1).

Computed properties:
- Gap between HOMO and LUMO: 9.14 eV
- Maximum force: 1.0 eV Å⁻¹
- LUMO level: -2.340 eV
- Net charge: +1
- ΔE to the lowest compared entry with this formula, charge and spin: 19.5 kJ/mol
- E: -26702.6299 eV
- E_HOMO: -11.48 eV
- Structure (SMILES): O=C(CNC1CCCC1)Nc1ccc([NH+]2CCCCCC2)cc1

Element x y z (Å)
O 3.1432 -1.9205 0.2674
C 2.5453 -1.9905 -0.7773
C 2.8928 -2.9723 -1.8894
N 1.7786 -3.1301 -2.8090
C 0.7745 -4.0973 -2.3700
C 1.2401 -5.5709 -2.4364
C 0.1177 -6.3236 -3.1508
C -0.4349 -5.2891 -4.1256
C -0.4619 -4.0117 -3.2879
N 1.4925 -1.1863 -1.1403
C 0.9034 -0.1644 -0.4413
C -0.1951 0.4938 -1.0074
C -0.8079 1.5345 -0.3420
C -0.3353 1.9352 0.8992
N -1.0016 3.0475 1.5904
C -1.7234 2.5563 2.7940
C -2.5653 3.6210 3.4873
C -1.7316 4.6514 4.2510
C -1.2649 5.8437 3.4115
C -0.8080 5.5056 1.9876
C -0.0674 4.1791 1.8493
C 0.7500 1.2905 1.4758
C 1.3656 0.2500 0.8138
H 3.2325 -3.9075 -1.4251
H 3.7471 -2.5440 -2.4226
H 2.1118 -3.4009 -3.7289
H 0.5101 -3.8252 -1.3428
H 2.1567 -5.6337 -3.0280
H 1.4471 -5.9834 -1.4504
H -0.6563 -6.6087 -2.4373
H 0.4756 -7.2233 -3.6474
H 0.2440 -5.1737 -4.9720
H -1.4178 -5.5545 -4.5092
H -1.3695 -3.9868 -2.6847
H -0.4317 -3.1106 -3.8997
H 1.1139 -1.4493 -2.0527
H -0.5628 0.1839 -1.9731
H -1.6538 2.0330 -0.7942
H -1.7155 3.4076 0.9443
H -0.9839 2.1550 3.4894
H -2.3605 1.7313 2.4651
H -3.2025 3.0927 4.1976
H -3.2255 4.1173 2.7743
H -2.3263 5.0447 5.0751
H -0.8745 4.1482 4.7021
H -0.4480 6.3297 3.9453
H -2.0733 6.5713 3.3366
H -0.1476 6.3038 1.6478
H -1.6641 5.5068 1.3076
H 0.5169 3.9622 2.7426
H 0.6139 4.2219 0.9963
H 1.1285 1.5947 2.4387
H 2.2090 -0.2544 1.2551

Atomic partial charges in e from the Löwdin method, atoms 1 to 4: 0.09 -0.43 -0.11 -0.07

DFT (ωB97M-V/def2-TZVPD) results for a gas-phase ion, H2N3O2S (charge -1).

Computed properties:
- Gap between HOMO and LUMO: 6.74 eV
- Maximum force: 3.3 eV Å⁻¹
- LUMO level: 3.614 eV
- Net charge: -1
- ΔE to the lowest compared entry with this formula, charge and spin: 198.1 kJ/mol
- E: -19429.2494 eV
- E_HOMO: -3.13 eV
- Structure (SMILES): [O-][N+]([O-])=NNS

Element x y z (Å)
O -0.2587 1.2268 1.2021
N -0.9196 1.0557 0.1510
O -1.7391 1.9079 -0.1782
N -0.6986 0.1103 -0.6953
N 0.1063 -0.9442 -0.4591
S 1.7676 -0.7331 -0.0502
H -0.0436 -1.5862 -1.2958
H 1.7858 -1.0373 1.3255

Atomic partial charges in e from the Löwdin method, atoms 1 to 4: -0.14 -0.59 -0.12 -0.12

DFT (ωB97M-V/def2-TZVPD) results for a molecular structure, BH4NO.

Computed properties:
- Gap between HOMO and LUMO: 10.68 eV
- Maximum force: 6.4 eV Å⁻¹
- LUMO level: 0.704 eV
- ΔE to the lowest compared entry with this formula, charge and spin: 104.5 kJ/mol
- E: -4279.8034 eV
- E_HOMO: -9.98 eV

Element x y z (Å)
B -0.2992 0.0854 -0.1170
N 0.8170 0.1571 0.6915
O -0.3316 -0.0785 -1.4100
H -1.4925 0.3826 0.8113
H 0.7216 0.0916 1.6222
H 1.6399 -0.2071 0.1986
H -1.0551 -0.4312 -1.7965

Atomic partial charges in e from the Löwdin method, atoms 1 to 4: -0.60 0.16 0.18 0.10

DFT (ωB97M-V/def2-TZVPD) results for 8 unconnected molecules or ions with the total composition C4H27N3O7.

Computed properties:
- Gap between HOMO and LUMO: 9.72 eV
- Maximum force: 2.8 eV Å⁻¹
- LUMO level: -5.378 eV
- Net charge: +2
- ΔE to the lowest compared entry with this formula, charge and spin: 4.3 kJ/mol
- E: -23374.8339 eV
- E_HOMO: -15.09 eV

Element x y z (Å)
C -0.0263 -1.7500 1.9145
C -0.9181 -1.4997 0.7539
C -0.3019 -0.6344 -0.3700
C 0.7393 -1.1427 -1.0235
N 1.2983 -0.6541 -2.3174
N -0.8405 0.6310 -0.3875
N -0.1038 -0.5660 2.8442
H -0.1769 -2.6182 2.5754
H 1.0493 -1.7685 1.6477
H -1.8754 -0.9562 0.9600
H -1.3152 -2.3990 0.2707
H 1.1028 -2.1527 -0.9091
H 1.3052 0.3620 -2.4473
H 2.3017 -0.8923 -2.3091
H 0.9570 -1.0200 -3.2101
H -0.3804 1.2693 -1.0193
H -1.8298 0.7421 -0.2362
H -1.0410 -0.4544 3.2661
H 0.1496 0.3717 2.4963
H 0.5964 -0.5842 3.5904
H -3.6527 -1.5824 2.7318
H -3.4013 -0.1170 2.2079
O -3.0491 -0.8417 2.7258
H 1.6119 1.7387 1.2807
H 2.4845 1.2670 2.4469
O 1.9343 0.9365 1.7178
H -4.1673 -0.5292 -1.2130
H -2.8796 -0.4166 -2.1752
O -3.2502 -0.2559 -1.2854
H 3.0717 2.1016 -2.6274
H 2.3738 2.9155 -3.6916
O 2.3936 2.0273 -3.3292
H 0.0443 3.5012 2.9500
H 1.2222 3.3649 3.8427
O 0.8093 2.9252 3.0908
H 4.1237 -0.0111 -0.2246
H 2.6838 0.4023 0.1387
O 3.2418 0.1199 -0.6156
H -1.9074 -0.0045 -4.2542
H -2.5241 -1.3845 -4.1652
O -1.9864 -0.7638 -3.6566

Atomic partial charges in e from the Löwdin method, atoms 1 to 4: -0.11 -0.13 -0.33 -0.07

DFT (ωB97M-V/def2-TZVPD) results for a single C2H5N3S molecule.

Computed properties:
- Gap between HOMO and LUMO: 8.71 eV
- Maximum force: 5.6 eV Å⁻¹
- LUMO level: 0.199 eV
- ΔE to the lowest compared entry with this formula, charge and spin: 355.2 kJ/mol
- E: -17457.4301 eV
- E_HOMO: -8.51 eV
- Structure (SMILES): [H]/N=C/NNC=S

Element x y z (Å)
H 1.8356 2.2496 -1.1735
N 1.4762 1.1980 -0.9060
C 0.4692 1.5553 -0.0968
N -0.4784 0.5705 0.2041
N -0.1959 -0.8348 -0.1422
C -0.7141 -1.9601 0.3184
S -2.3494 -2.2437 1.0403
H 0.1511 2.5876 0.0676
H -1.0850 0.6122 1.1274
H 0.8706 -0.9009 -0.3610
H 0.0200 -2.8336 -0.0784

Atomic partial charges in e from the Löwdin method, atoms 1 to 4: 0.10 0.01 -0.29 -0.01

DFT (ωB97M-V/def2-TZVPD) results for a gas-phase ion, C3H10N4 (charge +2).

Computed properties:
- Gap between HOMO and LUMO: 9.83 eV
- Maximum force: 4.2 eV Å⁻¹
- LUMO level: -8.977 eV
- Net charge: +2
- ΔE to the lowest compared entry with this formula, charge and spin: 139.5 kJ/mol
- E: -9215.4598 eV
- E_HOMO: -18.81 eV
- Structure (SMILES): NC(=[NH2+])[C@H](N)C=[NH2+]

Element x y z (Å)
N 0.0231 0.0040 -2.2299
C -0.4274 0.4977 -1.0843
N -1.2336 1.5345 -1.0589
C 0.0375 -0.0774 0.2230
N 1.3581 -0.6715 0.2386
C -1.0327 -0.8387 1.1316
N -0.7352 -1.7330 2.0180
H 0.6201 -0.8123 -2.3821
H -0.0804 0.4617 -3.0692
H -1.5441 1.9621 -0.1650
H -1.6485 2.0381 -1.8822
H -0.0496 0.8315 1.0175
H 1.6777 -0.7769 1.2844
H 2.1549 -0.2469 -0.2223
H -2.0693 -0.3463 0.9996
H -1.5467 -2.0263 2.4988
H 0.2687 -2.1600 1.9338

Atomic partial charges in e from the Löwdin method, atoms 1 to 4: 0.27 -0.30 0.24 -0.27

DFT (ωB97M-V/def2-TZVPD) results for 5 unconnected molecules or ions with the total composition C3H15O4S.

Computed properties:
- Gap between HOMO and LUMO: 6.91 eV
- Maximum force: 3.2 eV Å⁻¹
- LUMO level: 3.588 eV
- Net charge: -1
- ΔE to the lowest compared entry with this formula, charge and spin: 159.4 kJ/mol
- E: -22380.4629 eV
- E_HOMO: -3.32 eV

Element x y z (Å)
C 1.6089 -0.0087 -1.7321
C 0.3894 0.8916 -1.6950
C 0.2466 1.9765 -0.5491
S -0.8191 1.5599 0.8202
H 2.2080 0.1132 -0.9096
H 2.2722 0.1447 -2.6078
H 1.2594 -1.0775 -1.7505
H 0.2956 1.3134 -2.6890
H -0.4415 0.3074 -1.6529
H -0.2734 2.8027 -1.0252
H 1.2289 2.0777 -0.1511
H 1.8824 -0.0290 2.0631
H 2.6551 1.4356 2.0658
O 2.6477 0.4932 2.3817
H 0.0268 -1.8582 -0.1347
H -0.3447 -2.5481 1.1986
O 0.3725 -2.5384 0.4899
H -2.6486 -1.5206 1.2692
H -1.7798 -1.2749 2.4708
O -2.0324 -2.0276 1.8234
H -2.2508 -0.3661 -0.2591
H -3.3265 0.5235 0.4788
O -3.1766 -0.3901 0.0944

Atomic partial charges in e from the Löwdin method, atoms 1 to 4: -0.11 -0.33 -0.73 0.27

DFT (ωB97M-V/def2-TZVPD) results for a single C4H5NO2 molecule.

Computed properties:
- Gap between HOMO and LUMO: 7.47 eV
- Maximum force: 1.8 eV Å⁻¹
- LUMO level: -1.599 eV
- ΔE to the lowest compared entry with this formula, charge and spin: 505.4 kJ/mol
- E: -9809.0768 eV
- E_HOMO: -9.07 eV

Element x y z (Å)
C 0.9298 0.1175 -0.2062
C -0.3450 0.3769 1.5594
C -0.8878 0.5546 -0.2005
C 1.2053 -0.6873 -1.2319
O 1.4972 0.6402 0.7737
N -1.7599 -0.2681 -0.6075
O -0.5294 -0.6027 2.1684
H -1.5795 -1.2108 -0.2447
H -0.2585 1.4423 1.7700
H -0.9897 1.6107 -0.4638
H 0.5086 -0.8870 -2.0251
H 2.2089 -1.0864 -1.2918

Atomic partial charges in e from the Löwdin method, atoms 1 to 4: -0.41 -0.19 -0.23 0.04